# 1
C2H2O3 | ωB97M-V/def2-TZVPD

Geometry as XYZ:
```
7
Properties=species:S:1:pos:R:3
O -2.004 -0.508 -0.210
C -0.861 -0.556 -0.474
C 0.379 0.328 0.518
O 1.668 -0.005 0.348
O 1.122 1.060 -0.393
H -0.329 -1.209 -1.167
H 0.026 0.891 1.379
```

Results
HOMO level, eV: -10.12
Molecular weight, g mol⁻¹: 74.03
Relative energy (zero: lowest compared OMol25 entry of this formula, charge and spin), kcal per mole: 115.8
SMILES: O=CC1OO1
Net charge: 0

=====

# 2
C8H12N3 | ωB97M-V/def2-TZVPD

Geometry as XYZ:
```
23
Properties=species:S:1:pos:R:3
C -1.254 -2.380 0.425
C 0.006 -1.730 -0.020
C 1.110 -1.305 -0.081
C 2.428 -1.016 -0.493
C 3.054 0.171 -0.550
C 2.490 1.449 -0.374
N 1.313 1.557 0.174
C 0.502 1.171 1.078
N -0.755 0.917 0.934
N -1.329 0.806 -0.372
C -2.758 1.070 -0.647
H -1.147 -3.402 0.419
H -2.015 -1.996 -0.214
H -1.408 -2.092 1.546
H 3.059 -1.841 -0.868
H 4.113 -0.006 -0.970
H 2.968 2.278 -0.741
H 0.891 1.204 2.114
H -1.258 0.518 1.809
H -0.666 1.392 -0.958
H -3.059 0.904 -1.705
H -3.245 0.226 -0.138
H -3.041 2.105 -0.368
```

Results
HOMO level, eV: -12.70
Molecular weight, g mol⁻¹: 150.21
Relative energy (zero: lowest compared OMol25 entry of this formula, charge and spin), kcal per mole: 125.8
SMILES: CC#C\C=C/C=N\C=[NH+]/NC
Net charge: +1

=====

# 3
C16H18BClF2N4O6Pb | ωB97M-V/def2-TZVPD

Geometry as XYZ:
```
49
Properties=species:S:1:pos:R:3
Pb -0.466 -0.079 -2.020
O 3.225 3.594 1.451
C 3.892 2.504 1.101
O 5.032 2.301 1.446
C 3.155 1.496 0.294
C 3.674 0.261 -0.032
N 2.719 -0.400 -0.701
N 1.613 0.333 -0.831
C 1.851 1.489 -0.249
C 0.678 2.429 -0.157
O 0.780 3.382 0.648
O -0.314 2.131 -0.865
H 2.277 3.581 1.101
H 4.641 -0.162 0.185
H 2.694 -1.354 -1.030
N -0.334 1.561 4.645
C 1.064 1.013 4.468
C 1.403 1.118 2.988
N 0.441 0.477 2.131
C -0.917 0.889 2.370
C -1.331 0.770 3.826
H -0.337 2.524 4.299
H -0.600 1.589 5.626
H 1.038 -0.017 4.819
H 1.731 1.606 5.091
H 2.397 0.700 2.830
H 1.459 2.186 2.731
H 0.579 -0.505 1.903
H -1.610 0.301 1.777
H -1.035 1.939 2.059
H -1.270 -0.258 4.178
H -2.322 1.176 4.024
F -3.217 0.181 -0.127
B -2.198 -0.641 -0.421
F -2.311 -1.852 0.140
Cl -0.029 -8.738 0.120
C 0.098 -7.003 0.006
C 0.489 -6.429 -1.193
C 0.572 -5.046 -1.281
C 0.295 -4.250 -0.177
C -0.089 -4.847 1.017
C -0.201 -6.226 1.114
C 0.400 -2.750 -0.256
O 0.527 -2.117 0.801
O 0.377 -2.254 -1.438
H 0.711 -7.057 -2.044
H 0.842 -4.573 -2.216
H -0.302 -4.216 1.870
H -0.513 -6.699 2.035
```

Results
HOMO level, eV: -7.76
Molecular weight, g mol⁻¹: 653.80
Relative energy (zero: lowest compared OMol25 entry of this formula, charge and spin), kcal per mole: 19.1
Net charge: 0

=====

# 4
C26H40Br3F3INNbO23P2S | ωB97M-V/def2-TZVPD

Geometry as XYZ:
```
101
Properties=species:S:1:pos:R:3
C -0.200 -0.466 -2.497
Nb -1.624 -1.804 -3.647
S 0.149 -3.554 -3.817
I -2.413 -3.105 -1.310
C -0.912 -0.889 -5.582
C -0.888 0.659 -5.664
C -1.325 1.196 -7.005
F -1.283 2.591 -6.919
Br -3.122 0.742 -7.518
C -0.338 0.843 -8.144
F -0.435 -0.408 -8.537
F 0.909 1.107 -7.768
Br -0.657 1.963 -9.738
P -3.568 -0.123 -3.360
N -4.838 -0.164 -4.562
O -4.450 -0.495 -2.002
P -3.183 -3.334 -5.127
O -3.816 -2.427 -6.375
Br -1.998 -4.859 -6.337
H -0.292 0.602 -2.709
H -0.484 -0.596 -1.450
H 0.827 -0.791 -2.642
H 0.951 -3.127 -4.799
H 0.123 -1.221 -5.683
H -1.452 -1.351 -6.407
H 0.153 0.975 -5.606
H -1.418 1.157 -4.854
H -5.715 -0.168 -4.041
H -4.831 0.748 -5.009
H -3.944 -0.189 -1.241
H -4.720 -2.178 -6.154
C 0.067 5.335 -7.931
C 1.077 5.178 -9.048
O 1.739 6.456 -9.041
C 1.594 6.992 -7.815
O 2.168 7.964 -7.428
O 0.719 6.287 -7.072
H -0.133 4.409 -7.403
H -0.878 5.759 -8.274
H 1.809 4.398 -8.839
H 0.615 4.983 -10.011
C 3.959 9.982 -4.688
C 3.269 8.647 -4.513
O 3.932 8.114 -3.356
C 4.438 9.147 -2.644
O 4.898 9.056 -1.553
O 4.349 10.303 -3.346
H 3.306 10.750 -5.093
H 4.853 9.913 -5.308
H 2.206 8.750 -4.294
H 3.391 7.993 -5.369
C 1.872 4.379 -4.513
C 1.683 3.847 -3.106
O 1.504 2.448 -3.330
C 2.078 2.127 -4.510
O 2.242 1.022 -4.908
O 2.440 3.252 -5.188
H 2.541 5.234 -4.563
H 0.926 4.638 -4.993
H 2.567 3.994 -2.482
H 0.818 4.268 -2.601
C 0.562 -0.317 3.262
C 1.068 -1.744 3.241
O 0.090 -2.405 2.440
C -0.503 -1.477 1.644
O -1.235 -1.740 0.747
O -0.139 -0.225 2.013
H 1.363 0.417 3.310
H -0.139 -0.148 4.080
H 2.042 -1.839 2.755
H 1.120 -2.191 4.231
C 0.680 -1.992 8.362
C -0.386 -3.054 8.180
O -1.345 -2.378 7.354
C -0.710 -1.394 6.686
O -1.189 -0.769 5.795
O 0.548 -1.221 7.158
H 1.682 -2.402 8.448
H 0.486 -1.344 9.217
H -0.019 -3.931 7.649
H -0.838 -3.369 9.110
C -2.703 -7.427 7.611
C -3.628 -7.146 8.779
O -2.718 -6.646 9.772
C -1.637 -6.156 9.133
O -0.775 -5.514 9.652
O -1.652 -6.476 7.828
H -3.170 -7.270 6.643
H -2.279 -8.432 7.643
H -4.362 -6.370 8.555
H -4.145 -8.030 9.141
C 0.567 -7.087 13.002
C 0.867 -5.816 12.236
O 1.953 -5.259 12.989
C 2.566 -6.265 13.656
O 3.596 -6.164 14.234
O 1.840 -7.409 13.571
H 0.214 -7.895 12.367
H -0.150 -6.931 13.810
H 1.203 -6.010 11.218
H 0.026 -5.130 12.204
```

Results
HOMO level, eV: -3.55
Molecular weight, g mol⁻¹: 1345.12
Net charge: -1

=====

# 5
C27H20AlF5OPSe | ωB97M-V/def2-TZVPD

Geometry as XYZ:
```
56
Properties=species:S:1:pos:R:3
Al -1.342 -0.887 -1.280
C -1.254 5.027 1.601
C -1.832 4.534 0.436
C -1.449 3.297 -0.123
C -0.330 2.661 0.471
C 0.259 3.141 1.642
C -0.204 4.283 2.201
P 0.117 0.962 -0.019
C 1.885 0.917 0.483
C 2.823 1.927 0.271
C 4.172 1.663 0.578
C 4.502 0.431 1.159
C 3.514 -0.552 1.413
C 2.193 -0.284 1.085
C -0.825 -0.005 1.256
C -0.817 0.168 2.644
C -1.676 -0.594 3.477
C -2.461 -1.567 2.951
C -2.475 -1.748 1.577
C -1.656 -0.998 0.705
H -1.652 5.935 2.093
H -2.581 5.175 -0.100
H -1.894 2.888 -1.050
H 1.026 2.552 2.090
H 0.174 4.606 3.159
H 2.567 2.915 -0.059
H 4.921 2.453 0.448
H 5.526 0.137 1.479
H 3.803 -1.449 1.918
H 1.458 -1.016 1.356
H -0.192 0.932 3.075
H -1.705 -0.320 4.494
H -3.103 -2.167 3.610
H -3.148 -2.479 1.123
C -5.105 -0.505 -2.565
C -3.738 -0.318 -2.938
C -3.462 -0.089 -4.405
O -2.812 -0.310 -1.979
H -5.755 0.283 -2.950
H -5.253 -0.588 -1.468
H -5.550 -1.344 -3.047
H -2.717 0.666 -4.574
H -4.379 0.284 -4.864
H -3.150 -1.031 -4.863
F 5.099 -4.000 0.423
C 3.988 -3.621 -0.272
C 4.062 -3.375 -1.624
F 5.297 -3.500 -2.211
C 2.943 -3.055 -2.358
F 3.127 -2.742 -3.658
C 1.657 -2.923 -1.806
Se -0.022 -2.411 -2.625
C 1.621 -3.193 -0.433
F 0.449 -3.068 0.191
C 2.735 -3.659 0.291
F 2.621 -4.039 1.570
```

Results
HOMO level, eV: -11.20
Molecular weight, g mol⁻¹: 592.36
Relative energy (zero: lowest compared OMol25 entry of this formula, charge and spin), kcal per mole: 14.5
Net charge: +1

=====

# 6
C5H16N2O | ωB97M-V/def2-TZVPD

Geometry as XYZ:
```
24
Properties=species:S:1:pos:R:3
N 0.721 0.719 -2.999
C -0.659 0.634 -2.631
C -1.476 0.621 -1.229
C -0.717 0.193 -0.016
C -1.207 -1.128 0.569
C -0.049 -1.849 1.291
N 0.786 -0.972 2.291
H 0.909 1.525 -3.501
H 1.337 0.753 -2.179
H -0.933 -0.402 -3.050
H -1.363 1.403 -3.107
H -2.257 -0.121 -1.486
H -2.026 1.606 -1.216
H 0.340 0.017 -0.451
H -0.634 0.783 0.918
H -1.946 -0.880 1.321
H -1.620 -2.057 -0.026
H -0.368 -2.733 1.717
H 0.827 -2.084 0.571
H 1.273 -1.768 2.604
H 0.270 -0.660 3.141
O 2.115 1.622 2.227
H 1.955 0.691 2.310
H 1.418 1.900 1.664
```

Results
HOMO level, eV: -9.10
Molecular weight, g mol⁻¹: 120.20
Relative energy (zero: lowest compared OMol25 entry of this formula, charge and spin), kcal per mole: 62.6
SMILES: NCCCCCN.O
Net charge: 0

=====

# 7
C3H4OS | ωB97M-V/def2-TZVPD

Geometry as XYZ:
```
9
Properties=species:S:1:pos:R:3
C -0.603 -0.429 -0.874
C 0.146 -0.627 0.414
O 0.448 -1.663 0.992
C 0.566 0.779 0.929
S 0.803 2.278 0.156
H 0.110 -0.232 -1.613
H -1.338 0.364 -0.719
H -0.864 -1.422 -1.248
H 0.731 0.954 1.962
```

Results
HOMO level, eV: -9.23
Molecular weight, g mol⁻¹: 88.13
Relative energy (zero: lowest compared OMol25 entry of this formula, charge and spin), kcal per mole: 33.0
SMILES: CC(=O)C=S
Net charge: 0

=====

# 8
CH7O2 | ωB97M-V/def2-TZVPD

Geometry as XYZ:
```
10
Properties=species:S:1:pos:R:3
O -1.854 -0.822 0.584
H -2.777 -0.674 0.335
H -1.624 -1.741 0.365
H -0.562 0.007 -0.229
C 1.459 0.421 -0.418
O 0.062 0.771 -0.104
H 1.461 -0.276 -1.246
H 1.952 1.362 -0.670
H 1.924 -0.044 0.452
H -0.041 0.996 0.931
```

Results
<S²>: 0.75
Spin multiplicity: 2
HOMO level (spin up / spin down), eV: -3.77 / -12.48
Molecular weight, g mol⁻¹: 51.07
Relative energy (zero: lowest compared OMol25 entry of this formula, charge and spin), kcal per mole: 4.8
Net charge: 0

=====

# 9
H4S2 | ωB97M-V/def2-TZVPD

Geometry as XYZ:
```
6
Properties=species:S:1:pos:R:3
S 3.818 0.435 -0.818
H 4.973 -0.256 -0.778
H 3.152 -0.610 -1.344
S -2.070 2.458 2.300
H -1.678 2.946 3.492
H -1.105 1.520 2.309
```

Results
HOMO level, eV: -9.78
Molecular weight, g mol⁻¹: 68.17
Relative energy (zero: lowest compared OMol25 entry of this formula, charge and spin), kcal per mole: 1.2
SMILES: S.S
Net charge: 0

=====

# 10
C3H7N3O2 | ωB97M-V/def2-TZVPD

Geometry as XYZ:
```
15
Properties=species:S:1:pos:R:3
C -3.011 0.482 0.239
N -1.883 0.123 -0.393
O -0.814 0.809 0.151
C 0.412 0.284 -0.232
N 0.771 -0.929 0.035
N -0.092 -1.855 0.490
O 1.307 1.199 -0.556
C 2.703 0.814 -0.226
H -3.785 -0.355 -0.119
H -3.268 1.171 1.062
H -1.220 -1.434 0.359
H -0.114 -2.753 -0.308
H 2.827 0.726 0.906
H 3.033 -0.039 -0.858
H 3.134 1.758 -0.550
```

Results
HOMO level, eV: -8.24
Molecular weight, g mol⁻¹: 117.11
Relative energy (zero: lowest compared OMol25 entry of this formula, charge and spin), kcal per mole: 168.8
SMILES: C=NO/C(=N\N)OC
Net charge: 0

=====

# 11
C22H15BiN3O7 | ωB97M-V/def2-TZVPD

Geometry as XYZ:
```
48
Properties=species:S:1:pos:R:3
Bi -1.164 -1.239 -0.957
C -2.088 -4.780 1.326
O -2.174 -4.187 2.623
C -1.456 -3.057 2.890
C -0.789 -3.030 4.100
C -0.087 -1.906 4.531
C -0.058 -0.790 3.730
C -0.706 -0.795 2.486
C -0.742 0.447 1.748
N -1.038 0.571 0.503
N -1.157 1.873 0.037
C -1.331 1.913 -1.261
O -1.305 0.900 -2.042
C -1.545 3.263 -1.860
C -1.327 4.424 -1.123
C -1.515 5.664 -1.710
C -1.928 5.755 -3.033
C -2.148 4.600 -3.769
C -1.950 3.357 -3.187
C -1.423 -1.925 2.039
O -2.096 -1.914 0.901
H -2.360 -5.825 1.470
H -1.078 -4.710 0.926
H -2.782 -4.309 0.633
H -0.832 -3.925 4.707
H 0.426 -1.918 5.482
H 0.466 0.105 4.043
H -0.531 1.369 2.288
H -1.009 4.338 -0.094
H -1.333 6.564 -1.137
H -2.074 6.726 -3.490
H -2.466 4.666 -4.802
H -2.098 2.446 -3.750
O 5.775 0.931 -1.140
C 5.422 -0.259 -1.061
O 6.081 -1.309 -1.010
C 3.877 -0.464 -1.033
C 3.019 0.618 -1.198
C 1.656 0.423 -1.173
N 1.123 -0.791 -0.976
C 1.937 -1.847 -0.809
C 3.310 -1.719 -0.840
C 1.261 -3.187 -0.598
O 1.919 -4.199 -0.496
O -0.036 -3.118 -0.550
H 3.450 1.599 -1.341
H 0.963 1.238 -1.308
H 3.943 -2.586 -0.716
```

Results
HOMO level, eV: -5.59
Molecular weight, g mol⁻¹: 642.36
Relative energy (zero: lowest compared OMol25 entry of this formula, charge and spin), kcal per mole: 0.6
Net charge: -1

=====

# 12
C2H5ClOS | ωB97M-V/def2-TZVPD

Geometry as XYZ:
```
10
Properties=species:S:1:pos:R:3
C -0.736 0.054 -1.366
C 0.140 0.306 1.139
O 0.337 -0.125 2.530
S -0.103 -0.872 0.048
Cl 1.749 -1.776 -1.083
H -0.026 0.529 -2.055
H -1.311 0.906 -0.982
H -1.250 -0.819 -2.023
H 0.177 1.355 0.910
H 1.023 0.442 2.881
```

Results
HOMO level (spin up / spin down), eV: -8.46 / -8.46
Molecular weight, g mol⁻¹: 112.58
Relative energy (zero: lowest compared OMol25 entry of this formula, charge and spin), kcal per mole: 47.6
Net charge: 0

=====

# 13
C5H6O | ωB97M-V/def2-TZVPD

Geometry as XYZ:
```
12
Properties=species:S:1:pos:R:3
C 2.058 -0.058 1.031
C 1.479 -0.378 0.024
C 0.423 -0.803 -0.898
C -0.823 -0.473 -0.064
C -1.212 0.988 0.036
O -1.387 -1.333 0.569
H 2.505 0.175 1.970
H 0.436 -0.280 -1.861
H 0.468 -1.882 -1.065
H -2.300 1.069 -0.021
H -0.745 1.607 -0.735
H -0.900 1.369 1.014
```

Results
HOMO level, eV: -9.63
Molecular weight, g mol⁻¹: 82.10
Relative energy (zero: lowest compared OMol25 entry of this formula, charge and spin), kcal per mole: 40.9
SMILES: C#CCC(C)=O
Net charge: 0

=====

# 14
C3O2 | ωB97M-V/def2-TZVPD

Geometry as XYZ:
```
5
Properties=species:S:1:pos:R:3
O -2.657 -0.012 0.001
C -1.505 0.007 0.001
C 0.004 0.010 -0.005
C 1.503 0.009 0.004
O 2.655 -0.013 -0.001
```

Results
HOMO level, eV: -9.57
Molecular weight, g mol⁻¹: 68.03
Relative energy (zero: lowest compared OMol25 entry of this formula, charge and spin), kcal per mole: 58.1
SMILES: O=C=C=C=O
Net charge: 0

=====

# 15
C25H22Cl2F3N7O3STi | ωB97M-V/def2-TZVPD

Geometry as XYZ:
```
64
Properties=species:S:1:pos:R:3
Ti 0.208 -0.240 0.098
Cl -2.733 -0.799 -3.745
C -3.267 0.232 -2.446
C -4.609 0.725 -2.438
C -5.199 1.151 -1.278
Cl -6.943 1.461 -1.276
C -4.404 1.376 -0.119
C -4.787 1.978 1.070
C -3.877 2.394 1.993
C -2.560 2.210 1.786
N -2.135 1.598 0.670
C -2.961 1.161 -0.249
C -2.394 0.445 -1.354
O -1.115 0.159 -1.263
H -5.165 0.644 -3.367
H -5.851 2.229 1.154
H -4.152 2.921 2.910
H -1.794 2.616 2.478
F 5.085 -1.357 0.712
C 4.853 -2.597 0.273
F 5.965 -3.087 -0.264
F 4.484 -3.364 1.315
C 3.681 -2.464 -0.655
C 3.782 -2.743 -2.034
C 2.638 -2.612 -2.860
C 1.475 -2.129 -2.264
N 1.483 -1.663 -0.986
C 2.492 -1.906 -0.140
S 2.079 -1.334 1.415
H 4.782 -2.965 -2.495
H 2.537 -3.066 -3.843
H 0.583 -1.880 -2.869
C 4.855 1.891 0.474
O 4.101 2.795 -0.354
C 3.585 2.205 -1.486
C 2.672 1.082 -1.201
O 1.559 1.467 -0.381
C 0.852 2.713 -0.713
H 5.517 2.463 1.131
H 4.072 1.356 1.086
H 5.406 1.193 -0.134
H 4.461 1.801 -2.051
H 3.076 3.004 -2.094
H 3.090 0.342 -0.501
H 2.374 0.614 -2.125
H 0.636 2.700 -1.789
H 1.418 3.606 -0.458
H -0.050 2.666 -0.107
N -0.893 0.118 4.453
C -0.154 0.646 3.453
N -0.433 -0.024 2.356
C -1.320 -0.938 2.740
N -1.617 -0.878 3.996
C -1.955 -1.758 1.726
C -3.208 -2.363 1.895
N -3.989 -2.819 0.917
C -3.343 -2.827 -0.235
C -1.991 -2.367 -0.405
N -1.360 -1.764 0.561
H -1.031 0.451 5.395
H 0.481 1.491 3.555
H -3.680 -2.205 2.855
H -3.795 -3.241 -1.124
H -1.516 -2.515 -1.367
```

Results
<S²>: 0.75
Spin multiplicity: 2
HOMO level (spin up / spin down), eV: -10.72 / -10.73
Molecular weight, g mol⁻¹: 676.33
Relative energy (zero: lowest compared OMol25 entry of this formula, charge and spin), kcal per mole: 34.7
Net charge: +1

=====

# 16
C12H19NO | ωB97M-V/def2-TZVPD

Geometry as XYZ:
```
33
Properties=species:S:1:pos:R:3
C -2.050 1.977 1.603
C -2.030 0.507 1.129
N -3.046 0.196 0.142
C -3.483 -1.245 0.061
C -2.768 0.519 -1.259
C -1.498 -0.046 -1.822
O -3.470 1.392 -1.702
H -1.220 2.589 1.242
H -1.820 1.846 2.639
H -2.966 2.520 1.446
H -1.039 0.028 0.997
H -2.477 -0.029 2.055
H -2.679 -2.046 -0.096
H -3.932 -1.537 1.003
H -4.153 -1.316 -0.781
H -0.675 0.032 -1.081
H -1.704 -1.121 -1.797
H -1.013 0.228 -2.749
C 2.277 -0.101 -2.038
C 2.656 -0.347 -0.587
C 2.134 -1.492 0.007
C 2.577 -1.745 1.278
C 3.330 -0.784 2.005
C 3.762 0.381 1.415
C 3.397 0.618 0.043
H 1.382 0.506 -2.125
H 2.015 -1.000 -2.647
H 2.926 0.669 -2.506
H 1.746 -2.283 -0.633
H 2.482 -2.703 1.787
H 3.704 -1.211 2.970
H 4.401 1.104 1.874
H 3.741 1.510 -0.430
```

Results
HOMO level, eV: -9.03
Molecular weight, g mol⁻¹: 193.29
Relative energy (zero: lowest compared OMol25 entry of this formula, charge and spin), kcal per mole: 55.1
SMILES: CCN(C)C(C)=O.Cc1ccccc1
Net charge: 0